Record 1
C25H73Cl3O32P8 | the ωB97M-V functional and the def2-TZVPD basis

As for the total energy: -204521.26687 eV. The value obtained for the relative energy (zero: lowest compared OMol25 entry of this formula, charge and spin) is 115.86 kcal per mole. Its HOMO-LUMO gap is 0.3795 Ha. The value obtained for the HOMO energy is -10.06 eV. Its charge is 0.

Atoms and positions in Å:
Cl  3.4231  -8.8051  -24.6977
Cl  6.0747  -8.2212  -25.7668
Cl  4.1934  -9.9721  -27.2371
P  -0.8762  -5.6701  -21.9707
P  8.4165  -13.6637  -29.9036
P  9.3826  -10.7205  -23.1393
P  4.0093  -14.6887  -26.0047
P  4.6278  -5.4459  -21.4863
P  1.3625  -6.2090  -29.5264
P  -0.6889  -10.8294  -24.6683
P  5.6205  -8.4574  -31.7867
O  9.5616  -9.5655  -24.2041
O  5.2130  -9.7226  -30.8602
O  7.5019  -14.9656  -29.4544
O  -0.0201  -5.3938  -29.5288
O  4.1397  -14.2611  -27.4428
O  3.9734  -5.4389  -22.9851
O  4.1400  -16.3004  -25.7298
O  9.8632  -13.7595  -29.8705
O  5.6568  -6.6679  -21.3137
O  10.2763  -10.3579  -21.8921
O  -1.3326  -12.2827  -24.7766
O  1.4449  -7.2706  -30.5726
O  -0.2614  -10.2957  -26.0068
O  -1.8866  -9.9679  -23.9030
O  2.5078  -5.0665  -29.6441
O  -0.5387  -7.2394  -22.4681
O  5.1127  -8.5297  -33.1550
O  7.2114  -8.4090  -31.6693
O  -1.8485  -5.0639  -23.1041
O  7.9914  -11.1406  -22.7578
O  10.2748  -11.8647  -23.7760
O  7.7347  -13.2477  -31.3343
O  5.2362  -4.1654  -21.1008
O  2.6023  -14.1485  -25.3505
O  -1.8940  -5.9188  -20.6747
O  0.3274  -4.9200  -21.5605
O  0.4435  -10.9715  -23.5129
O  7.8824  -12.4974  -28.8848
O  3.2812  -5.9034  -20.5633
O  5.2576  -7.2133  -30.8748
O  1.4715  -6.6831  -28.0533
O  5.1079  -13.9513  -25.0543
C  5.3304  -12.5316  -25.1234
C  5.8567  -6.9363  -29.6236
C  2.7097  -4.9984  -19.6881
C  -2.0200  -10.1184  -22.4504
C  9.9333  -10.8805  -20.6197
C  10.1427  -13.2013  -23.2416
C  3.1758  -4.8851  -30.8653
C  8.1573  -12.0946  -31.9343
C  3.7818  -9.9742  -30.7004
C  0.7058  -7.9348  -22.2407
C  -2.9726  -5.7839  -23.5875
C  7.9557  -7.8888  -32.7225
C  6.5235  -12.1964  -28.6616
C  0.6236  -7.8291  -27.6430
C  -2.4237  -12.4941  -25.5706
C  5.3676  -7.8811  -21.9574
C  1.7332  -11.4002  -23.8585
C  7.7609  -15.4841  -28.1566
C  -2.3206  -4.8959  -19.8965
C  8.8620  -8.3023  -23.9713
C  1.3171  -14.5478  -25.8041
C  3.9469  -16.7810  -24.4082
C  4.3845  -8.5704  -26.1743
C  3.0538  -4.4011  -23.4204
C  -0.1563  -4.3184  -28.5861
H  -3.0704  -10.3667  -22.2984
H  0.8224  -4.0673  -28.1774
H  9.5345  -10.0310  -20.0653
H  6.1070  -8.6188  -21.6458
H  4.9039  -16.6343  -23.9074
H  0.4622  -8.5826  -28.4138
H  2.1126  -12.3607  -23.5096
H  8.3287  -6.8652  -32.6901
H  -0.3664  -7.4832  -27.3455
H  4.9980  -6.6494  -29.0166
H  8.4591  -14.9111  -27.5464
H  10.3652  -13.9381  -24.0134
H  6.4597  -6.0287  -29.6507
H  4.2447  -5.0837  -30.7886
H  3.2487  -16.3062  -23.7188
H  2.0081  -11.1380  -24.8801
H  4.3973  -8.2998  -21.6904
H  8.0811  -16.5187  -28.2795
H  4.4806  -12.0367  -25.5935
H  2.4810  -10.8339  -23.3032
H  -2.8719  -11.5711  -25.9385
H  3.6584  -11.0172  -30.4088
H  7.7899  -8.3150  -23.7750
H  -3.2165  -4.4344  -20.3118
H  0.5028  -8.7949  -21.6026
H  2.5780  -4.0829  -20.2647
H  -1.5245  -11.0169  -22.0825
H  5.5370  -7.8788  -23.0341
H  6.2372  -12.3394  -25.6969
H  5.4603  -12.1604  -24.1069
H  8.8446  -8.5138  -32.8082
H  6.4732  -11.1408  -28.3947
H  9.3047  -11.7694  -20.6721
H  6.2667  -12.6251  -27.6929
H  9.2661  -7.7672  -23.1120
H  -0.8459  -4.5175  -27.7657
H  6.7977  -15.5580  -27.6516
H  7.2941  -11.7086  -32.4765
H  2.8930  -5.4953  -31.7231
H  3.0777  -4.1808  -24.4876
H  1.7677  -5.4648  -19.3996
H  0.8422  -13.6201  -26.1233
H  -1.9196  -12.9700  -26.4117
H  1.1567  -15.3828  -26.4861
H  2.0350  -4.6897  -23.1617
H  1.1375  -8.2333  -26.7709
H  10.8071  -13.3426  -22.3891
H  6.4355  -7.7106  -29.1200
H  1.4960  -7.3336  -21.7911
H  8.9767  -7.7647  -24.9125
H  5.8187  -12.5931  -29.3924
H  8.4547  -11.3058  -31.2432
H  -3.3423  -6.6702  -23.0719
H  10.8274  -11.1867  -20.0766
H  -2.5039  -5.3206  -18.9095
H  3.7577  -17.8538  -24.3704
H  3.3209  -4.6836  -18.8422
H  0.7537  -14.6773  -24.8800
H  7.4302  -7.8849  -33.6775
H  -0.6614  -3.4861  -29.0761
H  3.2958  -10.0883  -31.6694
H  9.1539  -13.4196  -22.8383
H  3.9639  -7.6654  -26.6127
H  1.1431  -8.2263  -23.1956
H  -3.7805  -5.0529  -23.5555
H  -2.8277  -6.1254  -24.6124
H  3.2707  -3.4353  -22.9638
H  -3.2228  -13.1170  -25.1687
H  -1.4798  -4.2062  -19.8218
H  3.1422  -3.8187  -31.0889
H  8.9684  -12.2908  -32.6355
H  3.2815  -9.2865  -30.0186
H  -1.5919  -9.3097  -21.8581

Record 2
C25H74N6O14 | the ωB97M-V functional and the def2-TZVPD basis

As for the total energy: -64725.24953 eV. The value obtained for the relative energy (zero: lowest compared OMol25 entry of this formula, charge and spin) is 39.00 kcal per mole. Its HOMO-LUMO gap is 0.3152 Ha. The value obtained for the HOMO energy is -8.13 eV. Its charge is 0.

Atoms and positions in Å:
O  2.3270  3.1925  -1.2435
O  -3.3337  -2.4236  2.5014
O  -1.2431  0.2694  2.1315
O  -0.4152  2.7299  3.2394
O  -3.7472  1.6339  -2.2475
O  4.6827  3.4237  2.9845
O  -4.6200  0.3307  3.6089
O  2.4941  -0.6187  7.4627
O  -1.3825  -2.5670  -1.2328
O  0.2748  1.5738  -4.3820
O  -6.8950  0.8080  2.0441
O  -5.3971  -1.9830  0.7843
O  1.9765  -1.3571  4.4327
O  2.1657  -2.8484  -4.9701
N  -1.3756  0.7870  -0.0913
N  -4.1117  -1.3797  -1.7376
N  -3.2456  0.1965  1.0605
N  1.0133  -0.6044  -6.4477
N  -0.5177  -2.3004  6.3462
N  4.0025  1.9382  0.6443
C  2.8335  -2.2921  -6.0800
C  -0.2792  -1.9828  4.9224
C  -1.9140  0.4175  1.0967
C  1.0904  -0.6155  7.3692
C  3.6497  1.2316  -0.5660
C  -4.1011  2.9980  -2.1911
C  0.0114  -2.5841  -1.3588
C  -4.2226  -0.5559  -2.9521
C  0.6248  -2.1054  7.2492
C  5.8648  3.1066  3.6819
C  3.0964  0.5544  6.9601
C  3.1636  2.1512  -1.6936
C  4.8540  3.9670  1.6790
C  -4.8134  0.8010  -2.7681
C  0.9082  1.7832  -5.6313
C  1.0634  -2.4320  4.3560
C  5.1163  2.8877  0.6469
C  -3.5662  -2.7249  -2.0197
C  1.7938  0.6391  -6.0829
C  1.4384  -4.0187  -5.2362
C  -0.9312  0.8820  -4.4149
C  1.8982  -1.5952  -7.0904
C  2.2219  -0.6882  3.2287
C  -2.1154  -2.7852  -2.4232
C  0.9913  2.7607  -1.0324
H  0.9271  -2.7027  3.3046
H  -1.9154  0.5868  -0.9155
H  -4.6662  0.5788  4.5376
H  2.7293  0.6659  5.9332
H  -5.0016  1.3005  -3.7234
H  3.3962  -3.0445  -6.6477
H  1.4617  -2.6677  6.8466
H  2.3612  0.9553  -6.9577
H  2.3762  0.2851  -5.2264
H  -0.9629  -0.0905  -4.9221
H  -7.6810  0.3014  2.2686
H  -1.1201  -2.4351  4.3832
H  1.6006  2.6132  -5.4695
H  -3.6091  -3.2070  -1.0389
H  1.1692  -2.3503  -7.3987
H  -1.8116  -3.7810  -2.7719
H  5.5697  2.4370  4.4851
H  -2.8048  -1.6719  2.8143
H  0.3921  -3.4922  -1.8463
H  2.8212  0.2102  3.3851
H  -1.3587  0.8172  -3.4117
H  -3.7541  -0.2681  1.7864
H  0.1544  2.0511  -6.3778
H  0.3753  -2.4406  8.2531
H  1.3348  -0.4115  2.6518
H  -0.8720  1.8736  3.1527
H  -3.2929  -0.5234  -3.5299
H  6.4938  3.9527  3.9709
H  -5.0339  1.0693  3.1434
H  0.8070  -0.9373  -5.5106
H  0.7531  1.8960  -1.6551
H  1.3931  -3.3219  4.8932
H  6.4788  2.4870  3.0094
H  -3.3810  -0.9056  -1.2125
H  2.9025  -1.2940  2.6096
H  0.7248  0.0181  6.5562
H  0.8486  2.5173  0.0257
H  2.7574  1.4549  7.4947
H  -4.2635  3.4516  -3.1716
H  -0.3885  0.8923  -0.2231
H  0.6131  -4.0838  -4.5284
H  5.6759  4.6817  1.7889
H  3.5576  -1.5877  -5.6711
H  -6.1931  0.1451  2.0346
H  -4.2493  -3.2649  -2.6757
H  4.3287  0.4562  -0.9302
H  -0.4176  -0.9168  4.7066
H  3.9782  2.5385  -2.3094
H  1.0133  -4.0528  -6.2457
H  -4.9607  3.1662  -1.5326
H  1.9654  -4.9799  -5.1910
H  -4.6358  -2.2027  1.3655
H  3.9337  4.4994  1.4376
H  -1.2745  -1.7169  6.6814
H  -3.7619  0.4391  0.2328
H  -1.7853  1.3563  -4.9353
H  -1.9028  -2.0281  -3.1917
H  5.2318  3.2901  -0.3682
H  0.6454  -0.2130  8.2898
H  2.6154  1.5223  -2.4120
H  -5.0144  -2.0389  -0.1152
H  -3.6934  -2.8156  3.3061
H  6.0475  2.3705  0.8984
H  0.3158  -1.7016  -1.9386
H  4.1772  0.5089  7.0565
H  -5.7239  0.7235  -2.1677
H  -0.7942  3.2780  2.5464
H  3.1893  2.4538  0.9526
H  2.4949  -1.3125  -7.9541
H  0.2985  3.5706  -1.2531
H  -4.9236  -1.0846  -3.6131
H  0.4809  -2.5603  -0.3766
H  -3.2819  3.4936  -1.6663
H  2.8096  0.5949  -0.2532

Record 3
C25H75N13O10 | the ωB97M-V functional and the def2-TZVPD basis

As for the total energy: -66974.62058 eV. The spin multiplicity is 2. Its HOMO-LUMO gap (alpha / beta) is 0.3183 / 0.1004 Ha. The value obtained for the HOMO energy (alpha / beta) is -10.84 / -10.84 eV. Its charge is +1. As for the expectation value of S²: 0.755.

Atoms and positions in Å:
O  -0.5387  -0.5762  1.6629
O  -1.1424  -1.5550  -6.2668
O  1.0582  4.6509  3.8152
O  3.2642  1.6552  -4.9188
O  -3.5729  3.2814  4.2921
O  4.2256  0.8378  3.5752
O  -3.1679  1.7233  -1.6206
O  2.0405  -1.4235  0.8894
O  -0.6911  -5.7404  0.8194
O  3.7629  -3.7398  3.5319
N  3.7470  -0.1540  0.1839
N  2.0791  0.4551  3.2976
N  -3.5932  3.1643  2.1134
N  3.0410  2.2987  -2.2928
N  2.4576  -3.4355  6.0679
N  2.7136  1.7847  4.8729
N  -0.7885  -3.7489  1.9550
N  1.0083  -4.3654  0.8529
N  -1.2175  4.8482  2.0217
N  -4.8910  -1.2623  -3.2342
N  -1.1266  -1.8149  -2.6322
N  -4.9558  1.9746  3.0346
N  3.4426  -2.2377  -0.4595
C  -2.2902  -3.4912  -3.9776
C  2.2607  5.2808  4.0314
C  -1.5676  -0.0998  0.8696
C  1.0960  0.9095  -1.9934
C  -1.5761  -1.1812  -4.9883
C  -3.5960  0.7511  -2.6353
C  -0.3922  3.7156  2.1024
C  -4.5372  -1.1169  -0.8828
C  1.6572  -3.3694  4.8845
C  0.6616  -2.3057  5.1371
C  -0.3193  2.9706  0.6811
C  -4.6916  -0.2486  -2.1761
C  3.0090  -1.2378  0.1627
C  2.6370  -2.9625  3.7184
C  2.1143  1.3457  -4.2029
C  -1.0440  -0.5153  -7.2751
C  -0.1671  -4.7210  1.2341
C  3.4395  -5.0939  2.9811
C  3.0782  0.9436  3.9331
C  2.4214  1.0201  -2.7600
C  -4.0481  2.9277  3.2193
C  -1.2756  -2.2914  -3.9738
C  1.0781  3.9510  2.5976
C  3.1192  2.1053  -6.2831
C  -2.3458  2.6092  -2.3601
H  3.1399  4.6761  3.8089
H  2.6785  -2.7027  -0.9287
H  0.0260  -2.7227  5.9182
H  -2.8058  3.7871  2.0032
H  -0.5299  -0.6464  -8.2273
H  -0.3211  -2.6922  -4.3149
H  -1.5205  1.9743  -2.6826
H  -4.0471  1.1922  -3.5242
H  2.3350  -0.3520  2.7469
H  -1.3277  5.2524  2.9407
H  -0.4581  -2.7950  1.9234
H  0.9789  -4.2125  4.7530
H  1.2598  0.5272  -0.9859
H  1.4248  4.6343  1.8224
H  -0.8530  2.9760  2.7572
H  -2.8233  0.0725  -2.9964
H  2.9916  0.0912  -2.7711
H  -3.7379  -1.8568  -0.9254
H  -5.4255  -1.6884  -0.6139
H  2.3413  3.0103  -2.1373
H  0.0574  -1.2597  1.3481
H  -2.0922  0.6304  1.4858
H  -2.4548  -3.7666  -5.0193
H  1.5461  2.2682  -4.3227
H  -5.5030  1.8703  2.1921
H  1.7038  0.4875  -4.7349
H  1.4360  -4.8817  0.0975
H  4.0824  2.1773  -6.7883
H  1.7163  1.7622  5.0310
H  3.3826  2.4775  5.1770
H  0.2769  2.0594  0.7311
H  -1.1848  0.4334  -0.0006
H  0.2400  3.6284  0.0160
H  1.0324  -1.3869  5.5915
H  -5.3974  -2.0862  -2.9428
H  -2.1419  3.4317  -1.6746
H  -1.1025  -0.2624  -4.6425
H  3.2351  -3.9425  5.6696
H  -1.3209  2.7007  0.3462
H  2.6213  1.4281  -6.9771
H  -3.9671  2.8361  1.2344
H  0.0262  -1.9903  4.3095
H  -2.6471  -0.9809  -5.0202
H  3.5421  2.6554  -3.0939
H  -4.3159  -0.4072  -0.0856
H  0.2955  0.4071  -2.5364
H  2.3912  5.6680  5.0420
H  -5.5272  -0.9040  -3.9320
H  2.5871  3.0550  -6.3372
H  -1.6129  -4.0685  2.4432
H  2.9450  -1.9399  3.9366
H  1.3975  -3.4652  1.0946
H  4.2883  -1.9595  -0.9365
H  -2.0474  -4.3709  -3.3816
H  0.6560  1.9039  -1.9185
H  -2.0658  -0.1437  -7.3519
H  -0.8397  5.4911  1.3404
H  2.7954  -2.5600  6.4413
H  -5.6423  0.2834  -2.1423
H  -5.1534  1.4454  3.8719
H  -3.2058  -3.1304  -3.5090
H  -0.5346  0.3229  -6.7996
H  2.2276  6.1569  3.3838
H  2.7497  -5.6859  3.5827
H  3.3397  0.6258  0.6800
H  -1.9440  -1.4626  -2.1551
H  1.6421  3.0230  2.6909
H  -0.7748  -2.5452  -2.0296
H  -2.0691  -1.0524  0.6989
H  2.8751  -5.2092  2.0558
H  4.3943  -5.6188  3.0106
H  -2.8710  3.0432  -3.2109
H  2.1165  -2.8849  2.7638
H  4.4897  0.0302  -0.4753
H  1.1243  0.6218  3.5816

| no. | F_max (eV/A) |
| --- | --- |
| 1 | 5.2 |
| 2 | 2.5 |
| 3 | 11.4 |